The following is a quantum chemistry calculation of a molecular structure, C22H60N13O9P3Sr at a distorted geometry, from the OMol25 dataset.

```
108
Properties=species:S:1:pos:R:3:forces:R:3:lowdin_charge:R:1
Sr -0.28998 0.18903 -0.64345 -0.291 -0.151 0.072 1.3844
P 0.55983 -0.82027 3.13157 0.310 0.004 0.171 0.5095
P -0.10890 -3.64133 -1.61059 0.346 -0.308 -0.227 0.5056
P -0.19035 4.07400 -1.12380 1.102 0.692 -0.024 0.5033
O 2.23535 -0.11500 -1.22899 0.049 0.230 0.009 -0.1895
O 4.04679 -0.09718 -0.04504 -0.014 0.121 -0.108 -0.0013
O -0.35456 2.61078 -1.04831 -0.636 -0.102 -0.184 -0.3915
O 0.32742 -0.50009 1.70739 -0.269 0.169 -0.157 -0.3653
O -4.37231 -0.97796 -1.74158 -0.234 -0.101 -0.101 0.0077
O -2.76854 -0.93919 -0.28601 -0.223 -0.095 0.128 -0.1534
O -0.36471 -2.24533 -1.19717 0.180 0.034 0.287 -0.3694
O -2.68970 0.37256 -1.98292 -0.068 -0.073 -0.092 -0.1379
O 2.56643 1.46868 0.20296 0.070 -0.090 -0.073 -0.0635
N -1.27447 4.95841 -0.27048 -0.061 -0.438 0.511 -0.2928
N 1.35890 0.34741 3.96242 0.119 -0.140 0.001 -0.2966
N 0.05909 0.05329 -3.33188 -0.011 0.087 -0.135 0.1611
N -0.42425 -3.95740 -3.21145 0.032 -0.086 -0.255 -0.2846
N -0.86682 -1.07174 3.93458 0.122 -0.214 -0.419 -0.2852
N 2.97824 0.42756 -0.35567 -0.351 -0.103 0.339 -0.5865
N 1.47370 -4.06916 -1.40715 0.079 0.478 0.211 -0.2835
N -3.31125 -0.52663 -1.34783 0.771 0.349 0.279 -0.6021
N 1.25947 4.62151 -0.53099 0.026 0.569 -0.039 -0.2913
N -1.85174 1.43927 1.37226 -0.242 0.193 0.388 0.1807
N -1.06935 -4.68454 -0.78026 -0.852 0.425 0.098 -0.2908
N -0.25367 4.57756 -2.69291 0.100 -0.174 -0.190 -0.3016
N 1.54359 -2.13300 3.37138 -0.203 -0.224 0.239 -0.2996
C -0.02032 0.59853 -5.87476 0.234 -0.195 0.049 -0.0393
C 0.92175 1.70984 3.80625 0.021 0.535 0.166 -0.1014
C -2.00416 -4.14821 0.21936 0.105 0.179 -0.030 -0.0761
C -0.05252 5.96443 -3.08322 -0.326 -0.289 -0.286 -0.1072
C 2.44530 4.50941 -1.36538 0.509 -0.085 0.190 -0.0915
C -2.05427 -1.45787 3.20279 -0.597 -0.443 0.339 -0.1055
C -0.84678 -1.51959 5.30924 0.002 0.318 0.366 -0.1084
C 1.51866 4.47031 0.89683 -0.875 -0.417 0.460 -0.0955
C -3.41096 2.08757 3.33675 -0.135 0.005 0.787 -0.0422
C 0.62521 -3.57259 -4.16334 0.278 -0.061 0.255 -0.1021
C -0.88149 -6.10591 -0.86393 0.287 -0.571 0.508 -0.1197
C 2.09522 -5.26836 -1.90646 0.161 -0.475 0.140 -0.1419
C -1.08421 6.32511 0.14959 -0.574 0.327 -0.311 -0.1265
C 2.15758 0.09976 5.13693 0.944 0.395 0.100 -0.1305
C -0.21018 3.58255 -3.75465 0.324 0.100 -0.090 -0.1080
C 0.02439 0.29268 -4.45064 0.030 -0.236 -0.069 -0.2306
C -2.60720 4.41771 -0.09170 -0.437 0.052 -0.445 -0.0887
C 2.41621 -3.05864 -0.89620 -0.153 -0.186 -0.156 -0.0877
C -1.78469 -3.60190 -3.63459 0.260 0.303 0.293 -0.0918
C 2.87236 -2.01024 2.77929 0.236 -0.415 -0.347 -0.0921
C -2.53767 1.71944 2.25008 0.458 -0.176 -0.676 -0.2422
C 0.90861 -3.42131 3.09524 0.484 -0.001 -0.433 -0.0850
H -0.38178 -0.25501 -6.44578 -0.269 0.013 0.138 0.0840
H 1.22612 -2.72962 -3.80577 -0.129 0.081 -0.073 0.0767
H 3.28927 -3.57946 -0.50272 0.060 0.006 -0.022 0.0898
H 0.71751 6.02816 -3.85834 0.120 0.054 0.146 0.0822
H 0.99015 0.78339 -6.23890 -0.042 0.289 0.084 0.0902
H -3.33711 5.22536 -0.19693 -0.006 -0.024 0.077 0.0858
H 3.14308 0.58022 5.02174 -0.207 0.096 0.006 0.0917
H -1.67723 -6.61490 -0.32042 -0.144 0.072 -0.139 0.0774
H 2.87045 -2.21331 1.70067 -0.067 0.218 0.152 0.0630
H -1.46862 -3.63481 1.02012 -0.066 -0.020 0.094 0.0503
H 3.27284 -1.01298 2.93516 0.080 -0.006 -0.016 0.0816
H -3.23094 3.11801 3.64225 -0.104 0.068 -0.195 0.0874
H 1.34073 3.44581 1.24801 0.413 -0.027 -0.230 0.0592
H 2.88141 3.50564 -1.31100 -0.122 -0.004 -0.232 0.0818
H -2.58894 -4.96038 0.64828 0.094 -0.100 -0.037 0.0812
H 2.91334 -5.04864 -2.60218 -0.118 0.063 -0.077 0.0860
H 2.53055 -5.85118 -1.08263 0.004 0.093 -0.034 0.0840
H 0.81716 5.07240 1.48762 0.219 0.211 -0.154 0.0691
H -2.69660 -3.42432 -0.20979 0.081 0.048 -0.061 0.0685
H -0.97177 6.36978 -3.52137 0.046 0.126 0.115 0.0866
H -0.03229 6.58691 0.11182 0.021 0.057 0.259 0.0670
H 1.77771 2.38014 3.93461 -0.040 -0.028 -0.089 0.0917
H -2.11103 -0.96324 2.23973 0.003 -0.117 -0.073 0.0471
H 0.04648 -6.42445 -0.36509 0.000 -0.016 -0.196 0.0761
H 0.13038 -1.38237 5.76692 0.099 -0.069 -0.146 0.0651
H -1.02935 2.87504 -3.64398 0.070 -0.123 -0.079 0.0774
H -1.87935 -2.51516 -3.75245 -0.056 -0.060 -0.131 0.0817
H 0.16878 1.99380 4.56105 0.044 -0.081 -0.085 0.0861
H 0.24820 6.56966 -2.23360 0.021 0.057 0.029 0.0670
H 0.50717 -3.44938 2.07195 -0.247 -0.081 0.175 0.0757
H -2.93310 -1.20646 3.81073 0.040 0.274 -0.146 0.0860
H 3.52848 -2.76244 3.22649 0.037 0.164 0.158 0.0903
H 0.16153 -3.65505 3.84846 -0.191 -0.019 -0.133 0.0692
H -2.48765 -3.88769 -2.85288 -0.081 -0.158 -0.137 0.0795
H -2.13226 -2.54813 3.08547 0.168 0.027 -0.218 0.0797
H 0.75029 3.05329 -3.75553 -0.133 -0.170 0.007 0.0836
H -0.88187 -6.48167 -1.88877 0.027 0.114 -0.056 0.0779
H -2.01545 -4.10430 -4.57141 -0.134 -0.059 0.005 0.0807
H 2.23244 4.80767 -2.38846 -0.080 -0.220 -0.084 0.0653
H 0.51012 1.87281 2.81510 -0.047 -0.051 -0.100 0.0525
H 1.37654 -5.92439 -2.39472 -0.024 0.131 -0.146 0.0669
H 1.97806 -2.47691 -0.08796 -0.107 -0.021 -0.148 0.0455
H 2.71155 -2.35432 -1.67522 0.155 -0.068 0.128 0.0739
H -1.11766 -2.57778 5.39153 -0.059 0.037 0.059 0.0826
H -4.45451 1.94102 3.07010 -0.019 0.094 -0.117 0.0935
H 1.31118 -4.40680 -4.32360 -0.048 0.013 -0.121 0.0662
H 3.21597 5.19842 -1.00327 -0.148 0.041 0.069 0.0858
H 2.38363 -0.95440 5.26029 -0.325 -0.069 0.102 0.0709
H -0.66765 1.46048 -6.01610 0.050 0.023 -0.211 0.0824
H -1.53650 -0.91273 5.90737 -0.156 -0.226 -0.040 0.0861
H -1.52949 6.47219 1.13772 0.375 -0.026 0.164 0.0866
H 2.53674 4.76307 1.13032 0.073 0.020 -0.031 0.0894
H -1.63179 7.01873 -0.50987 0.115 -0.082 -0.016 0.0845
H -3.20319 1.47530 4.21737 0.053 -0.111 -0.145 0.0803
H -2.74008 3.92362 0.87009 0.028 0.109 0.078 0.0546
H 0.18805 -3.29839 -5.12115 -0.108 -0.022 0.005 0.0782
H -0.28260 4.09191 -4.71674 -0.209 0.027 0.019 0.0825
H -2.83732 3.68919 -0.87244 0.063 -0.083 0.122 0.0890
H 1.71080 0.52760 6.04262 -0.136 -0.197 -0.012 0.0850
H 1.68027 -4.19288 3.12189 -0.024 -0.007 0.200 0.0879
```
Positions in Å, forces in eV/Å.

Energy above the lowest of the compared OMol25 structures with the same formula, charge and spin = 36.8 kJ/mol
E_LUMO = 0.413 eV
HOMO-LUMO gap = 8.51 eV
Largest force on an atom = 1.30 eV Å⁻¹
Charge = 0
HOMO energy = -0.29765 Ha

***

The following is a quantum chemistry calculation of a molecular structure, C3H6O3Sc at a distorted geometry, from the OMol25 dataset.

```
13
Properties=species:S:1:pos:R:3:forces:R:3:lowdin_charge:R:1
Sc -2.67743 -0.10931 -1.69162 0.449 0.207 0.277 1.0291
O 0.21132 -0.41690 -0.39130 -0.911 0.145 -1.083 -0.2900
O -0.38247 2.04571 -0.88257 -0.400 -2.447 -4.855 0.0291
O 0.20951 2.77129 1.12631 -0.667 -1.348 -1.195 0.1510
C 0.03364 1.85774 0.34905 1.564 0.465 2.369 -0.5385
C 0.33577 0.41769 0.72862 0.277 0.174 0.812 -0.1277
C 0.32492 -1.79849 -0.10898 0.314 -0.580 0.047 -0.0813
H 1.36373 0.37537 1.12373 -0.318 0.052 -0.017 0.1602
H 1.30636 -2.01267 0.34002 -0.407 0.004 0.144 0.1119
H -0.51256 -2.10889 0.53592 0.419 -0.120 0.003 0.1004
H 0.29220 -2.34570 -1.05706 -0.114 0.200 0.150 0.0983
H -0.14446 1.20200 -1.60486 -0.418 3.186 3.484 0.2050
H -0.36055 0.12216 1.53274 0.211 0.060 -0.136 0.1524
```
Positions in Å, forces in eV/Å.

Energy above the lowest of the compared OMol25 structures with the same formula, charge and spin = 349.8 kJ/mol
E_LUMO (spin up / spin down) = -4.934 / -5.795 eV
HOMO-LUMO gap (spin up / spin down) = 6.80 / 6.92 eV
Largest force on an atom = 5.45 eV Å⁻¹
Charge = +1
HOMO energy (spin up / spin down) = -0.43114 / -0.46733 Ha

***

charge of number 1 (C22H60N13O9P3Sr)? 0